The following is a quantum chemistry calculation of C44H67AlBCaCl5FI2N6O11P2S as an isolated structure, from the Open Molecules 2025 dataset.

XYZ file:
```
142
Properties=species:S:1:pos:R:3:forces:R:3
C -0.2198 -3.5117 0.1262 -0.08 0.14 -0.25
C -0.7383 -4.0946 -0.9974 0.75 0.95 0.72
C -1.4844 -3.4134 -2.0744 -2.39 -1.08 0.73
O -2.3855 -3.9526 -2.6511 -0.01 -0.06 -0.53
O -1.1443 -2.1187 -2.4284 0.45 -0.16 0.39
C -0.6446 -2.0027 -3.7842 1.05 0.31 -1.14
C -1.1189 -0.7261 -4.4713 -0.56 -0.02 1.13
C -2.6651 -0.5532 -4.4882 1.80 1.00 -0.50
C -2.9607 0.9584 -4.5769 -0.37 -0.62 -0.24
C -4.4593 1.3659 -4.5826 0.42 0.12 -0.02
C -5.0741 2.2618 -3.4463 -0.61 -0.88 0.20
C -4.3398 2.4594 -2.1397 0.39 0.19 0.01
C -3.2849 3.4027 -2.1574 0.07 0.18 -0.95
B -2.8807 4.1820 -3.5112 0.21 0.59 -0.44
C -1.4285 4.0950 -4.1298 -0.09 -0.73 0.70
O -3.8224 4.9623 -4.1462 -0.06 -0.08 0.84
C -2.5382 3.6693 -1.0262 -0.25 -0.68 0.37
C -2.8466 2.9945 0.1672 0.29 0.20 -0.21
C -3.8865 2.0781 0.2157 -0.12 -0.30 1.05
C -4.1585 1.3919 1.5544 -0.63 -0.47 -0.78
C -3.7529 -0.0819 1.6154 -0.63 0.20 1.07
O -2.4105 -0.2696 2.0975 0.45 0.23 -0.79
C -4.6682 1.7927 -0.9301 1.04 -0.13 -0.44
C -5.8264 0.8197 -0.7903 -0.76 1.89 -0.07
I -5.7755 -0.8457 -2.1663 -0.36 -0.35 0.16
C -7.2268 1.5246 -0.9551 -0.50 -1.49 0.27
C -8.2241 0.7496 -0.0538 0.82 0.54 -0.26
I -7.2130 3.5785 -0.3704 -0.05 -0.11 -0.20
C -1.9719 3.3151 1.3337 -0.17 0.10 -0.46
O -2.3172 3.5135 2.4669 0.05 -0.14 0.38
C -0.5076 3.4373 0.9759 0.35 -0.10 -0.19
C 0.4953 2.8979 1.7612 1.93 -0.06 -0.27
P 0.1047 1.9693 3.4391 -0.32 2.69 2.36
S 0.8689 2.8896 4.9278 0.22 -0.27 -0.24
C 1.9315 3.0590 1.2502 -0.31 -0.01 2.37
C 3.2403 2.4458 2.0005 -1.70 -1.14 -2.65
C 4.0911 1.6774 0.8458 -1.97 -0.49 1.35
C 4.8788 0.4711 1.3671 0.08 -0.45 -0.78
C 6.0330 0.1621 0.3993 -0.33 0.26 0.24
C 2.1931 3.7417 0.0885 -1.03 0.01 0.09
C 1.1007 4.2642 -0.6413 0.69 0.11 0.19
F 1.3595 4.8836 -1.7704 -0.06 -0.04 0.04
C -0.1935 4.1118 -0.2166 -0.99 0.06 -0.03
C -1.3931 4.6254 -1.0020 0.31 -0.21 0.27
O -1.3933 5.7147 -1.4923 -0.10 0.23 -0.44
H 0.8463 -3.5367 0.3439 -0.29 -1.75 0.94
H -0.8596 -3.0499 0.8861 0.21 1.54 -0.85
H -0.6122 -5.1745 -1.0900 1.18 0.28 -1.14
H 0.4445 -1.9310 -3.7051 -0.06 -0.15 0.07
H -0.8542 -2.8888 -4.3842 -0.42 -0.07 0.31
H -0.6741 0.1067 -3.9097 -0.06 0.06 -0.11
H -0.7019 -0.6641 -5.4765 -0.05 -0.15 -0.01
H -3.0071 -1.0981 -5.3673 -0.75 -0.23 0.46
H -3.0298 -0.9724 -3.5328 -0.52 -0.67 -1.01
H -2.3237 1.4396 -3.8275 -0.32 0.27 0.07
H -2.5489 1.2382 -5.5475 0.18 0.20 0.17
H -5.0507 0.4554 -4.6871 -0.05 0.07 0.09
H -4.6237 1.9070 -5.5157 -0.07 0.02 0.07
H -6.0354 1.8256 -3.1829 -0.07 0.05 -0.35
H -5.3341 3.2095 -3.9123 0.22 0.22 0.39
H -0.8278 4.9629 -3.8450 -0.08 0.07 -0.23
H -0.9271 3.2107 -3.7079 0.24 0.14 -0.17
H -1.4503 3.9888 -5.2173 0.06 0.21 0.26
H -3.6673 5.9058 -4.0074 -0.08 0.05 -0.51
H -5.2416 1.3954 1.7031 0.07 0.22 0.19
H -3.7457 1.9207 2.4040 0.03 0.04 -0.07
H -4.4175 -0.5482 2.3498 0.15 -0.14 -0.05
H -3.9254 -0.6065 0.6742 0.18 0.01 -0.04
H -1.9656 -0.8356 1.4551 -0.11 -0.16 0.12
H -5.8635 0.3783 0.1977 0.27 -0.24 -0.16
H -7.5983 1.3966 -1.9727 0.22 0.69 -0.12
H -9.2503 1.0134 -0.2936 -0.01 -0.06 0.11
H -8.0473 -0.3175 -0.2181 -0.32 -0.03 0.10
H -7.9899 1.0096 0.9803 -0.30 -0.23 0.08
H 0.6357 0.5862 3.3050 -0.80 0.48 0.51
H -1.2784 1.7855 3.5976 0.17 -0.45 -0.79
H 3.8417 3.2432 2.4307 -0.20 -0.06 0.37
H 2.9407 1.6788 2.7612 0.39 0.68 0.16
H 3.3097 1.2737 0.1251 0.57 0.20 0.00
H 4.6900 2.3613 0.2400 -0.01 0.10 0.19
H 4.2254 -0.4195 1.3243 -0.06 0.08 0.35
H 5.2149 0.5761 2.3986 0.06 0.27 -0.07
H 6.5537 -0.7528 0.6764 0.06 0.10 0.03
H 6.6973 1.0287 0.3880 0.20 -0.18 -0.04
H 5.6282 0.0292 -0.6096 0.09 -0.01 0.01
H 3.2117 3.8630 -0.2598 -0.08 0.14 -0.06
C -1.3726 2.5206 -8.4721 0.04 0.01 -0.21
Cl -2.0217 1.0710 -9.2433 0.01 0.00 0.07
Cl -2.5623 3.1462 -7.3103 -0.18 0.10 -0.24
Cl 0.1162 2.1112 -7.6017 -0.01 -0.02 0.06
Cl -1.0358 3.7435 -9.6837 -0.02 -0.06 0.09
O 2.2972 -1.7907 4.2023 2.25 2.23 -1.56
P 3.2940 -2.0909 5.2999 -3.33 -4.12 4.02
N 3.3514 -3.8128 5.0914 0.75 0.40 -0.59
C 3.7615 -4.7901 6.0844 0.12 -0.14 0.39
C 3.7993 -4.2172 3.7580 -0.47 0.00 -0.40
N 2.2717 -1.6890 6.6463 -0.64 -0.03 -0.28
C 1.9688 -2.6337 7.7124 0.57 -0.03 0.49
C 1.0808 -0.9029 6.3589 -0.02 0.14 -0.25
N 4.6983 -2.0289 6.3135 0.64 2.51 -2.30
C 4.8191 -0.8157 7.1719 -0.22 0.10 0.49
C 5.9559 -2.0524 5.5019 0.15 -0.75 -0.06
H 4.8383 -4.7675 6.2909 0.00 0.05 -0.02
H 3.5196 -5.7920 5.7275 0.00 0.09 -0.22
H 3.2319 -4.6859 7.0250 0.07 0.22 -0.01
H 4.8886 -4.1432 3.6485 0.01 -0.10 0.00
H 3.3484 -3.5930 2.9893 0.05 0.09 0.07
H 3.5111 -5.2472 3.5425 0.00 -0.03 0.19
H 1.3541 -3.4686 7.3573 0.02 0.00 0.02
H 1.4239 -2.1326 8.5138 -0.09 0.11 -0.15
H 2.8753 -3.0134 8.1822 0.05 -0.08 -0.17
H 0.2779 -1.5215 5.9359 -0.03 0.05 -0.01
H 1.3003 -0.0902 5.6692 0.04 -0.05 -0.04
H 0.7076 -0.4418 7.2744 0.09 -0.14 0.10
H 4.7589 0.1055 6.5902 0.11 0.05 0.03
H 5.7766 -0.8370 7.6910 0.10 -0.16 -0.22
H 4.0607 -0.7834 7.9468 -0.14 -0.10 -0.14
H 5.9970 -1.2248 4.7923 0.10 0.08 0.06
H 6.0543 -2.9862 4.9487 -0.16 0.00 -0.01
H 6.8235 -1.9895 6.1541 -0.10 0.03 0.12
Ca 1.2867 0.7681 1.4760 2.08 -2.94 -2.67
C 6.4739 -4.4744 0.5941 0.27 -0.29 -0.04
O 5.7949 -3.4803 0.8514 -0.19 0.13 -0.11
N 5.9163 -5.6725 0.2622 -0.12 0.14 0.05
N 7.8309 -4.4522 0.6209 -0.08 0.15 0.06
H 6.4510 -6.4939 0.0478 0.03 0.01 -0.01
H 4.9161 -5.7230 0.2318 0.00 -0.04 -0.01
H 8.2736 -3.5842 0.8600 0.05 -0.02 -0.01
H 8.4047 -5.2486 0.4138 0.00 -0.01 -0.02
C -8.1867 0.6117 -7.2512 -0.03 0.03 0.07
C -8.0501 1.0856 -5.8767 -0.06 -0.08 -0.38
N -7.9430 1.4664 -4.8016 0.16 -0.04 0.41
H -7.2035 0.4106 -7.6728 0.00 0.01 -0.01
H -8.7774 -0.3022 -7.2690 -0.01 0.01 0.00
H -8.6847 1.3691 -7.8534 -0.01 0.00 0.00
C 5.4760 -2.1236 -3.6005 1.18 -1.45 1.12
O 4.6646 -1.4180 -2.9489 -0.31 0.52 -0.78
O 6.1694 -3.0405 -2.8952 -0.88 0.96 -0.19
O 5.6674 -2.0286 -4.8114 -0.56 0.61 -0.16
H 5.8053 -2.8680 -2.0030 0.52 -0.58 0.32
Cl 5.8292 3.7338 1.6370 0.73 0.44 -0.06
Al -3.0148 -0.5814 -1.7242 0.69 0.45 0.80
```
Forces are in eV/Å.

Properties
**Frontier orbital gap**: 1.5 eV
**Charge**: +3
**LUMO energy**: -12.66 eV